{"formula": "C4H11NO2", "method": "ωB97M-V with the def2-TZVPD basis set", "lumo_ev": 0.55, "e_tot_ha": -364.19175, "fmax_ev_per_a": 2.96, "e_homo_ev": -9.3566, "gap_ev": 9.91, "mol_weight_g_mol": 105.137, "spin_multiplicity": 1, "symbols": ["H", "C", "O", "H", "C", "H", "H", "H", "H", "H", "H", "C", "N", "C", "O", "H", "H", "H"], "xyz": [[-1.2055, 0.9478, 2.9325], [-0.7668, -0.0766, 1.1380], [0.7727, 2.1128, -2.5138], [1.4810, 2.6094, -2.0960], [-0.2751, 0.6361, 2.4194], [-1.5079, 0.8979, -0.4794], [-1.1823, -1.0456, 1.5392], [0.3782, 1.4896, 2.2926], [-2.4140, 1.2428, 0.8187], [-0.0643, 2.5894, -2.4033], [-0.1540, -0.1073, 3.2240], [0.3782, -1.7100, -0.6141], [-1.8644, 0.5112, 0.3874], [0.4345, -0.4793, 0.2564], [1.4245, -2.2240, -0.9192], [1.1770, -0.6500, 1.0508], [0.8855, 0.3999, -0.2014], [-0.6120, -2.0799, -0.9337]], "forces_ev_per_a": [[0.0, 1.0, -0.6], [-0.3, -1.6, 0.6], [-0.4, -0.3, -0.1], [-0.2, 0.2, 0.0], [-2.9, -0.5, 0.5], [-0.1, 0.0, 0.0], [0.4, 0.6, -0.3], [0.4, -0.2, 0.2], [0.2, -0.2, 0.5], [0.6, 0.0, 0.1], [1.8, 0.1, -0.6], [0.8, 0.9, 0.3], [0.4, 0.5, -1.0], [-0.1, 0.7, 2.0], [-0.5, -0.5, -0.4], [0.2, -0.6, -0.5], [-0.3, 0.0, -0.8], [0.1, -0.2, 0.0]], "lowdin_charge": [0.07, -0.48, -0.06, 0.03, -0.08, 0.06, 0.13, 0.08, 0.07, 0.04, 0.08, -0.24, 0.03, -0.14, 0.05, 0.12, 0.11, 0.13]}

=====

{"formula": "C41H109N3O15", "method": "ωB97M-V with the def2-TZVPD basis set", "lumo_ev": 0.28, "e_tot_ha": -2920.14901, "fmax_ev_per_a": 2.35, "e_homo_ev": -8.9959, "gap_ev": 9.27, "mol_weight_g_mol": 884.329, "spin_multiplicity": 1, "symbols": ["O", "H", "C", "H", "C", "H", "C", "C", "H", "O", "H", "O", "H", "H", "H", "H", "H", "H", "H", "H", "H", "H", "O", "H", "C", "C", "H", "H", "H", "O", "H", "C", "H", "H", "H", "H", "H", "N", "H", "C", "N", "H", "H", "H", "C", "C", "H", "H", "C", "C", "H", "H", "H", "C", "O", "C", "C", "H", "H", "H", "H", "H", "N", "H", "H", "H", "H", "H", "H", "H", "H", "H", "H", "C", "C", "H", "H", "C", "H", "H", "C", "H", "H", "C", "H", "H", "C", "H", "H", "H", "H", "O", "H", "C", "H", "H", "C", "C", "H", "O", "H", "H", "C", "H", "H", "H", "C", "H", "C", "C", "H", "H", "C", "H", "C", "H", "O", "C", "H", "H", "C", "H", "C", "H", "H", "H", "H", "C", "O", "C", "H", "H", "O", "H", "O", "H", "H", "H", "H", "H", "H", "H", "H", "C", "H", "H", "H", "H", "H", "C", "H", "O", "O", "H", "C", "H", "H", "H", "C", "C", "O", "H", "H", "H", "C", "H", "H", "H"], "xyz": [[-5.3397, 2.4354, 1.8521], [-5.9927, -2.6987, -3.9397], [-4.8716, -1.8307, 0.2415], [-0.1011, -2.3199, -6.0754], [4.2686, 2.4435, 4.9646], [3.5706, 2.7666, -2.9894], [3.7283, 1.4652, 1.5525], [-0.3520, -3.2077, 2.1693], [-1.7466, 4.2615, 2.6962], [-1.4429, 3.9865, 7.1608], [3.2244, 6.2684, 5.3118], [-2.4022, 2.8341, 0.4071], [-5.6449, -8.0797, -4.6526], [-0.0514, -2.4901, 2.9347], [0.8991, 2.9870, 5.9767], [1.4020, -1.7822, -5.3561], [-3.4860, 1.8014, 2.5090], [4.8180, 0.7210, -4.0579], [-5.3893, -1.3865, 1.0965], [-2.0298, -3.5125, 1.2102], [-2.0803, 0.1543, 0.5363], [2.1897, -0.5097, -1.7704], [-3.0769, -7.1405, -5.1835], [-3.7788, -0.3006, -5.6757], [-5.7371, -3.6842, -3.5394], [-4.5645, -3.2907, 0.6024], [8.9758, 3.8458, 1.4241], [6.1388, 2.7223, 1.1947], [7.5290, 5.5855, 0.3675], [4.4307, -0.4225, 5.8111], [6.2153, 5.1164, 1.4978], [0.5042, -2.3722, -5.1619], [4.1281, 1.0353, -1.3664], [-1.3728, -0.3933, -9.2220], [-4.6355, 1.7684, 3.7608], [-1.1825, -5.2125, 2.4037], [3.6934, -1.4427, -2.0687], [-5.6716, -6.0604, -4.0487], [-2.8423, -3.7752, -3.9501], [0.5828, -3.2318, 0.9668], [5.6349, 2.2100, 4.4578], [-2.3254, -9.1262, -5.5552], [-2.8230, -1.3001, -9.3416], [-3.7382, -3.9651, -1.0672], [3.0496, 1.8104, -2.9876], [-1.2218, 0.0709, -0.1343], [-4.1454, -6.1302, -6.4869], [-6.6124, -4.0500, 1.0694], [0.1215, 0.8645, 1.7333], [-1.2020, 4.3985, 1.7636], [3.8598, 3.7840, 3.2878], [-4.8124, -4.4407, -5.2491], [-2.2225, 5.1402, 4.9846], [-5.7059, -4.2979, 0.5105], [-0.3423, 0.0149, -2.3250], [-3.4715, -0.9360, -6.5071], [7.9066, 3.8411, 1.6477], [-0.8462, 5.4359, 1.7897], [-0.6282, 5.7066, 4.4125], [6.2004, -1.0682, 5.0106], [-3.0632, 0.7008, -7.7766], [3.6425, 6.1794, 3.6320], [-0.1841, 0.9859, 0.2995], [4.2772, 2.4885, 6.0602], [-0.7314, -0.4345, -6.7930], [-3.5543, 4.9687, -0.7172], [4.8263, 6.8222, 4.8338], [0.2535, -0.2088, 1.9219], [1.3150, -4.0421, 0.9590], [-1.6597, -1.9472, -8.2401], [-0.7488, 1.1934, 2.3078], [-2.3630, -0.3862, -1.9289], [-4.3424, -1.2949, -7.0591], [-5.6920, -4.7237, -4.6554], [-1.2629, 5.5674, 5.2835], [7.5947, 1.7992, 0.9861], [-0.2438, 1.6893, -3.5324], [-0.3561, 0.6044, -3.6047], [-0.1038, -1.9340, -4.3690], [2.7511, 4.0009, 4.5886], [6.2822, 1.0367, 5.0469], [0.6914, 3.8409, 4.5157], [-5.3513, -5.2291, 0.9593], [-2.5237, -0.1820, -7.4251], [-1.4334, 4.3795, -0.4091], [6.5708, 1.2437, 6.0906], [1.3624, 1.6701, 2.1318], [1.3411, 1.8381, 3.2124], [-3.5469, -8.9864, -4.3615], [-1.4805, 6.5225, 5.7592], [1.4852, 2.5526, 1.5029], [4.5995, 4.7993, 4.9207], [4.2553, 1.6648, 2.4892], [3.8399, 0.6702, -2.3513], [4.2806, 0.6386, 1.0916], [-0.6157, 2.7751, 5.0199], [-5.5185, -7.0819, -5.0872], [-2.0229, 4.2031, 0.5069], [-1.2580, 0.3435, -4.1669], [-1.3701, 0.2846, -6.7232], [-6.0514, -4.5429, -0.4970], [-4.7953, -6.1104, -3.5283], [-1.5408, 0.2518, -1.5997], [3.6058, 2.2178, 0.7753], [-2.8890, 6.1743, 0.3265], [5.0218, -0.2643, 3.8910], [0.1284, 3.4883, 5.3820], [5.7172, -0.4007, 7.4374], [3.8014, 3.7560, 4.3859], [3.0692, -0.6257, -2.4204], [-4.3953, -7.8693, -6.6953], [3.6210, 1.6247, 4.6549], [5.4846, -0.2485, 4.8781], [-2.7646, -2.6224, -2.6516], [-3.2075, 5.1290, 0.3029], [0.2266, 5.0629, 6.7877], [2.5113, 0.8223, 1.9734], [-2.6957, -8.4392, -4.7880], [7.2653, 0.9588, 4.5678], [4.0214, -0.8294, 7.7246], [-0.5645, 4.5648, 6.2061], [2.0853, 2.0078, -2.4969], [-3.4485, -3.0576, -3.3805], [0.6764, 0.8287, -0.2138], [-6.5584, -4.6304, -5.3107], [-4.2656, -3.3220, 1.6500], [-3.9349, 5.0439, 1.1143], [-2.0516, -1.0015, -8.6260], [5.0346, 0.4942, -3.1497], [4.8619, -0.9609, 7.0458], [6.1424, 3.0532, 4.7145], [-5.5407, -1.6981, -0.6102], [-4.5453, -3.6972, -2.7727], [-6.5231, -3.9205, -2.8220], [-1.6678, -2.8103, 1.7819], [0.4501, 0.1691, -4.1919], [-1.8447, 1.2853, -1.8025], [-1.9630, -8.3194, -3.9944], [-4.1659, 3.3310, 3.3239], [-0.9265, -0.9730, 0.0537], [-3.9476, -1.2840, 0.0809], [-0.8869, 3.4814, 7.7629], [-1.5868, 2.2898, 0.3448], [7.1717, 2.7960, 0.8400], [-3.0201, -1.8252, -6.0531], [2.6572, 1.5410, -3.9756], [1.1610, -2.3036, 0.9460], [-4.8344, 2.8400, 1.1311], [-6.3860, -7.0564, -5.7591], [7.2944, 5.2193, 1.3666], [7.1414, 3.0588, -0.2172], [-3.4596, -3.7677, -0.1597], [0.8784, -3.7171, -4.8805], [2.6208, -0.7925, -3.3986], [-4.2652, -7.0752, -5.9519], [0.4966, -5.0222, 3.0686], [7.2372, 2.7948, 3.2115], [0.2773, -4.2689, -5.3870], [4.0685, 6.0696, 4.6342], [-0.4790, -4.5536, 2.9159], [7.7951, 3.5623, 3.0391], [7.6497, 5.9587, 2.0850], [-0.8798, -4.4207, 3.9231], [-0.3275, 3.7551, 1.6911], [-4.3587, 2.3498, 2.8716], [-3.7354, -2.2655, -4.0783], [0.0573, -3.2993, 0.0134], [5.1515, -2.0140, 6.9859]], "forces_ev_per_a": [[0.4, 0.1, 0.2], [0.5, 0.2, 0.0], [-0.6, -0.3, 0.6], [0.0, -0.1, 0.0], [0.5, 0.1, -0.4], [0.3, -0.1, -0.2], [-0.3, -2.2, 0.8], [-0.9, -1.1, 0.6], [-0.2, -0.4, -0.1], [-0.3, 0.1, -0.2], [0.0, 0.0, 0.0], [-0.7, -0.1, 0.1], [0.3, 0.1, 0.4], [0.2, 0.3, -0.3], [-0.3, -0.3, 0.1], [0.0, 0.0, 0.3], [0.3, 0.7, -0.1], [-0.1, 0.0, 0.0], [0.1, 0.2, -0.1], [0.1, 0.4, 0.0], [-0.3, 0.5, -0.3], [0.1, -0.4, 0.1], [0.3, -0.5, -0.4], [-0.1, 0.1, -0.1], [-0.7, -0.4, 0.1], [-0.5, 0.1, -0.5], [0.0, 0.0, -0.2], [0.0, 0.2, 0.0], [-0.1, -0.1, -0.1], [0.1, 0.0, 0.0], [-0.1, 0.2, -0.1], [-0.2, -0.2, -0.4], [0.2, -0.7, 0.2], [0.5, -0.3, 0.2], [-0.9, -0.2, -0.5], [0.3, -0.2, -0.2], [-0.1, -0.2, -0.2], [1.1, 0.0, -1.0], [-0.1, 0.0, -0.1], [0.7, 0.3, -0.1], [-0.5, -0.1, 0.2], [0.3, 0.6, -0.5], [-0.4, 0.2, 0.4], [-0.3, 0.1, 0.3], [-1.4, 0.2, 0.2], [0.2, -1.3, 0.3], [-0.3, -0.1, -0.1], [0.2, 0.4, 0.1], [-0.1, -0.1, -0.6], [0.3, 1.1, -0.4], [0.3, -0.3, 0.0], [0.1, -0.4, -0.2], [0.0, 0.0, -0.2], [-0.4, -0.4, 0.1], [0.0, -0.4, 0.0], [0.1, -0.3, 0.2], [-0.4, 0.3, 0.1], [0.1, -0.1, 0.0], [-0.1, 0.2, -0.1], [-0.1, -0.2, -0.4], [0.2, 0.1, 0.0], [0.4, -0.2, -0.2], [0.1, 1.0, 0.4], [-0.3, 0.0, 0.0], [0.1, 0.2, 0.2], [-0.7, -0.2, 0.3], [0.1, 0.0, -0.2], [0.3, 0.1, 0.6], [-0.1, -0.1, 0.3], [0.6, 0.1, -0.2], [0.0, 0.1, 0.0], [0.0, -0.3, 0.0], [-0.1, 0.2, 0.0], [0.0, 0.5, 0.8], [-0.3, -0.5, 0.7], [0.2, 0.1, -0.2], [-0.1, 0.0, -0.1], [-0.2, -0.3, -0.2], [0.2, -0.1, 0.2], [0.0, -0.4, 0.4], [0.5, 0.9, 0.2], [-0.3, 0.4, 0.0], [0.0, 0.0, -0.1], [-0.3, -0.1, -0.4], [0.6, 0.2, 0.5], [-0.5, -0.4, 0.2], [0.5, -1.7, 0.4], [-0.4, 0.8, -0.1], [0.0, 0.2, 0.2], [0.1, 0.0, 0.1], [-0.2, 0.3, 0.3], [0.3, -0.1, -0.3], [0.4, 1.1, -0.6], [0.0, 0.7, -2.2], [0.2, 0.2, -0.1], [0.1, -0.1, 0.1], [-0.9, -0.7, -0.2], [0.4, -0.3, -0.8], [-0.2, 0.2, 0.1], [-0.2, -0.2, -0.1], [0.3, 0.2, -0.2], [-0.2, 0.1, 0.3], [0.2, 0.8, 0.1], [-0.1, 0.5, 0.4], [0.3, -0.1, 0.1], [0.2, -0.1, -0.1], [0.2, -0.5, 0.0], [0.0, 0.0, 0.1], [-0.5, 0.7, -0.1], [-0.8, 0.6, 1.4], [0.5, -0.1, 0.0], [-0.1, 0.0, 0.0], [0.4, 0.0, 0.4], [-0.3, -0.1, 0.4], [0.4, 0.1, 0.4], [-0.1, 0.3, -0.3], [-0.3, 0.3, -1.2], [-0.7, -0.5, 0.8], [-0.2, -0.4, -0.2], [0.1, -0.2, 0.1], [1.1, 0.5, -0.2], [0.3, -0.1, 0.5], [0.8, -0.1, -0.8], [-0.2, -0.1, -0.2], [-0.1, 0.0, 0.1], [0.4, 0.2, -0.1], [-0.4, -0.3, -0.4], [-0.7, 0.0, 0.0], [0.3, 0.2, 0.7], [-0.1, 0.5, 0.0], [0.2, -0.1, 0.0], [0.2, -0.2, -0.2], [0.1, 0.5, 0.0], [-0.1, -0.2, -0.1], [0.1, 0.1, 0.0], [0.3, 0.2, 0.2], [-0.1, 0.1, 0.2], [0.2, -0.1, -0.1], [0.5, 0.1, -0.5], [0.1, 0.0, -0.3], [0.1, 0.0, 0.0], [-0.2, 0.0, 0.0], [-0.1, 0.4, -0.1], [-0.1, -0.4, 0.1], [0.3, 0.1, -0.2], [0.7, 0.0, -0.3], [0.0, 0.0, -0.2], [-0.3, -0.2, -0.1], [0.1, 0.4, -0.1], [0.2, -0.2, 0.4], [0.1, -0.2, 0.0], [0.5, -0.3, 0.1], [-0.2, 0.3, -0.2], [0.5, -0.1, -0.2], [-0.1, 0.7, 0.2], [-0.1, -0.2, -0.3], [-0.2, 0.1, -0.4], [0.1, -0.2, 0.2], [-0.6, 0.2, 0.7], [0.3, 0.2, 0.2], [0.3, 0.1, 0.3], [0.1, -0.1, 0.0], [-0.2, 0.3, -0.1], [0.0, -0.1, 0.3], [0.1, -0.5, 1.0], [-0.3, 0.0, 0.2], [-0.3, 0.0, 0.1], [-0.1, -0.1, -0.2]], "lowdin_charge": [-0.12, 0.12, -0.02, 0.06, -0.18, 0.08, -0.10, -0.47, 0.06, -0.04, 0.09, -0.09, 0.11, 0.13, 0.08, 0.08, 0.06, 0.08, 0.08, 0.05, 0.12, 0.07, -0.19, 0.08, -0.20, -0.46, 0.13, 0.06, 0.08, -0.20, 0.07, -0.16, 0.12, 0.08, 0.08, 0.08, 0.09, -0.03, 0.10, -0.05, -0.08, 0.09, 0.08, 0.06, -0.07, -0.20, 0.11, 0.08, -0.17, -0.04, 0.12, 0.10, 0.08, -0.05, -0.20, -0.06, -0.48, 0.09, 0.06, 0.12, 0.14, 0.09, -0.06, 0.13, 0.06, 0.08, 0.09, 0.11, 0.07, 0.08, 0.12, 0.11, 0.08, -0.21, -0.04, 0.09, 0.10, -0.12, 0.07, 0.09, -0.19, 0.05, 0.08, -0.49, 0.14, 0.12, -0.19, 0.11, 0.08, 0.08, 0.11, -0.18, 0.05, -0.46, 0.09, 0.09, -0.22, -0.49, 0.07, -0.06, 0.06, 0.11, -0.19, 0.09, 0.08, 0.12, -0.08, 0.08, -0.22, -0.04, 0.12, 0.11, -0.20, 0.08, -0.05, 0.13, -0.21, -0.11, 0.12, 0.09, -0.49, 0.07, -0.09, 0.11, 0.13, 0.13, 0.08, -0.05, -0.06, -0.11, 0.10, 0.08, -0.22, 0.12, -0.09, 0.06, 0.12, 0.09, 0.07, 0.11, 0.06, 0.09, 0.03, -0.06, 0.06, 0.08, 0.06, 0.05, 0.12, -0.05, 0.09, -0.08, -0.10, 0.07, -0.23, 0.07, 0.03, 0.07, -0.11, -0.05, -0.07, 0.08, 0.07, 0.05, -0.18, 0.07, 0.08, 0.09]}

=====

{"formula": "C5H11NO", "method": "ωB97M-V with the def2-TZVPD basis set", "lumo_ev": 0.82, "e_tot_ha": -327.04567, "fmax_ev_per_a": 2.72, "e_homo_ev": -8.3648, "gap_ev": 9.18, "mol_weight_g_mol": 101.149, "spin_multiplicity": 1, "symbols": ["H", "H", "C", "C", "C", "C", "H", "H", "H", "H", "C", "H", "H", "H", "N", "H", "H", "O"], "xyz": [[1.5137, -2.2773, -1.9388], [1.0520, 1.1682, 1.7416], [0.6127, -0.3589, -0.4014], [-2.6219, 0.5758, 0.7654], [-1.6704, 0.3426, -0.1319], [-0.2278, 0.5179, 0.1850], [-1.9389, 0.1006, -1.1532], [0.2075, -0.9630, -1.1889], [2.5943, -0.6244, 0.2158], [2.3090, 0.8630, -0.4117], [0.2537, 1.5637, 1.1188], [-3.6738, 0.4561, 0.5244], [-2.4141, 0.8595, 1.7908], [1.0328, -3.6160, -1.2527], [2.0120, -0.0965, -0.4173], [0.6611, 2.4950, 0.7075], [-0.5329, 1.9515, 1.7701], [0.8310, -2.9577, -1.9234]], "forces_ev_per_a": [[0.2, -0.3, 0.3], [0.0, -0.1, 0.2], [-0.1, 2.7, -0.1], [-0.5, -0.1, -0.1], [0.1, 0.9, 0.7], [-0.1, -1.2, -0.9], [0.1, -0.3, 0.0], [0.0, -0.7, 0.2], [-0.1, -0.2, 0.0], [-0.3, 0.2, 0.2], [0.0, 0.7, 1.0], [0.1, 0.0, -0.1], [0.1, 0.0, -0.1], [0.3, 0.3, 0.0], [0.6, -1.1, -0.2], [0.0, -0.3, -0.7], [0.0, -0.3, 0.1], [-0.3, -0.2, -0.5]], "lowdin_charge": [0.02, 0.08, -0.17, 0.01, -0.14, -0.29, 0.10, 0.08, 0.07, 0.07, -0.07, 0.05, 0.05, 0.04, 0.02, 0.09, 0.07, -0.07]}